6 unconnected molecules or ions with the total composition C22H36BN3O23S5, computed with the ωB97M-V functional and the def2-TZVPD basis.

XYZ file:
```
90
Properties=species:S:1:pos:R:3:forces:R:3:lowdin_charge:R:1
S -5.85087 -3.10872 -5.95370 -0.047 -0.361 0.213 0.61
S 4.01931 -1.33730 -4.23786 0.385 0.080 0.377 0.62
S -0.75572 7.07518 3.22752 0.009 -0.077 0.425 0.65
S 3.20371 -4.98414 5.10503 0.288 -0.169 0.612 0.65
S 6.32064 -1.06074 2.10329 -0.823 -0.374 0.225 0.62
O 7.53744 -1.55613 2.65092 -0.174 0.421 -0.157 -0.23
O 4.26718 -0.25693 -3.06385 0.166 -0.376 -0.667 -0.19
O 1.91114 -5.54895 5.26858 0.339 0.123 -0.388 -0.20
O -0.80843 1.45249 3.66311 0.001 -0.694 -0.573 0.13
O 2.72374 -1.90297 -4.07204 0.305 0.091 -0.304 -0.23
O -1.39003 4.36284 2.14254 -1.565 -4.436 -2.250 0.05
O 4.45624 -0.76719 -5.46654 -0.410 -0.126 0.240 -0.22
O 0.78043 7.35649 3.65949 -0.478 -0.181 0.208 -0.19
O -1.09928 5.75588 3.61958 0.785 2.745 1.959 -0.22
O 5.76364 -2.13395 1.02436 0.185 0.788 0.222 -0.21
O 5.15577 -1.24161 3.20386 0.908 -0.251 -0.376 -0.18
O -0.94241 7.55524 1.90043 -0.119 -0.230 0.349 -0.21
O 3.44819 -3.89642 6.27226 0.188 -0.311 -0.687 -0.18
O -4.52325 -2.62403 -5.78604 -0.401 0.019 -0.156 -0.23
O -1.45399 8.12604 4.24549 0.371 0.089 -0.513 -0.19
O 3.64570 -4.41650 3.87249 -0.450 -0.558 0.474 -0.23
O -6.73992 -2.59674 -6.93741 0.450 -0.058 0.116 -0.21
O -5.78927 -4.71668 -6.10869 -0.449 0.555 -0.008 -0.19
O 4.30053 -6.06617 5.58832 -0.667 0.312 0.057 -0.18
O -6.58932 -3.06375 -4.51590 0.547 -0.134 -0.349 -0.20
O 5.11537 -2.42623 -3.76137 -0.688 0.255 0.097 -0.19
O 1.07913 -1.70136 1.06134 -0.661 0.330 0.179 0.12
O 6.20121 0.24092 1.53524 0.428 -0.352 -0.022 -0.23
N -3.73513 3.65000 1.97289 0.751 -0.444 -1.113 0.16
N -1.35795 1.31603 -3.20477 -1.332 0.350 1.779 0.00
N -0.45383 -0.64256 2.54657 0.881 -0.610 0.995 0.10
C 5.99101 -1.82108 -2.80616 0.476 0.414 -0.026 -0.17
C -1.31361 1.32206 -1.79557 1.139 -1.287 2.522 -0.20
C -4.78203 1.61564 -4.95799 -0.599 -1.185 -1.000 -0.25
C -2.48413 2.06015 -3.80213 -0.287 0.076 -2.359 -0.20
C -1.75943 2.32856 0.58809 1.203 -2.119 -1.571 0.00
C -6.06134 -5.32083 -4.84278 0.338 -0.067 0.503 -0.17
C -7.03199 -4.37519 -4.16032 -0.460 -0.361 -0.083 -0.17
C 4.68287 -2.87774 1.60222 -0.171 -0.601 0.405 -0.17
C 0.20450 -0.90805 1.25770 -1.305 1.726 -0.902 -0.36
C -0.48151 8.62327 5.16498 0.199 -0.175 0.440 -0.18
C 0.83993 8.56343 4.41974 -0.038 0.533 -0.178 -0.18
C -1.06721 1.17795 1.18609 0.306 0.105 -2.117 -0.04
C -0.48523 0.11766 0.30372 -0.788 1.740 -0.807 -0.06
C -0.77121 0.79163 2.66276 -0.824 0.019 -2.812 -0.36
C 4.05406 -1.94367 2.61118 -0.698 0.499 -0.554 -0.17
C 5.12690 -0.81841 -2.06770 0.016 -0.302 0.583 -0.17
C 4.30572 -4.44871 7.27419 0.008 -0.340 0.527 -0.16
C 5.17328 -5.45475 6.54204 0.510 0.430 -0.037 -0.17
C -3.24840 1.20972 -4.93327 -0.430 0.912 0.862 -0.17
C -5.64293 0.38132 -5.49256 -0.183 0.199 0.106 -0.14
C -0.61047 0.15863 -1.14149 -0.461 1.367 1.607 0.06
C -1.83764 2.36387 -0.89577 0.362 -0.844 0.552 0.03
B -2.33700 3.46851 1.57163 0.867 1.158 0.745 -0.50
H -3.18803 0.10302 -4.72036 0.117 1.086 -0.290 0.11
H 6.79597 -1.32303 -3.35332 0.002 0.000 0.075 0.13
H -2.80443 1.47836 -5.92963 -0.347 -0.717 0.896 0.11
H -4.40547 3.37807 1.25443 0.072 -0.313 0.617 0.07
H -2.05303 2.94650 -4.36182 -0.635 -0.643 0.972 0.13
H -5.19898 1.87253 -3.94514 0.652 0.003 -0.939 0.10
H 3.48764 -2.47142 3.36594 0.225 0.236 0.046 0.10
H 6.41614 -2.57171 -2.14229 -0.204 -0.121 -0.134 0.13
H 0.93724 9.39907 3.72111 0.001 0.032 0.087 0.13
H -5.77941 -0.39141 -4.67895 0.296 0.798 -0.867 0.07
H -0.63510 3.82958 2.46707 -0.178 0.636 -0.480 0.11
H -5.15590 -0.10990 -6.37833 -0.390 0.496 0.897 0.07
H -6.67716 0.69256 -5.81936 1.058 -0.185 0.389 0.08
H -0.18123 -0.66718 -1.76301 -0.408 0.909 0.601 0.12
H 4.89379 -3.66378 7.74716 -0.139 0.112 -0.211 0.14
H -1.34800 -1.13683 2.45329 0.262 0.029 0.576 0.14
H -1.24961 0.37688 -3.59229 0.020 0.481 0.229 0.12
H -0.47251 7.96759 6.03970 0.048 0.047 -0.003 0.13
H 3.40969 -1.20958 2.12100 0.029 -0.069 -0.032 0.12
H 3.97724 -3.18697 0.83212 0.138 0.181 -0.091 0.14
H 1.69665 8.55192 5.09143 -0.014 -0.243 -0.108 0.13
H 5.09965 -3.76184 2.08733 -0.056 0.048 -0.025 0.12
H 5.59788 -6.20233 7.20947 -0.200 -0.138 -0.160 0.14
H 3.68089 -4.93704 8.02614 0.048 0.009 -0.012 0.13
H -3.27774 2.39834 -3.09146 1.069 -0.357 -0.193 0.10
H -6.47564 -6.31879 -4.97417 0.014 0.114 -0.256 0.14
H -8.04758 -4.50734 -4.54201 0.033 -0.037 0.029 0.13
H -5.12003 -5.38827 -4.29069 -0.066 -0.034 0.037 0.13
H 5.71741 -0.03735 -1.59109 -0.159 0.089 -0.137 0.14
H -4.97009 2.45138 -5.69192 0.345 -0.572 1.044 0.11
H -7.03394 -4.49584 -3.07801 0.105 0.232 -0.057 0.14
H 4.50405 -1.31103 -1.31740 0.071 0.030 0.012 0.12
H 5.97850 -4.95798 5.99415 0.005 0.001 0.083 0.14
H -2.33327 3.25448 -1.35438 0.511 -0.921 0.456 0.11
H -3.95529 3.25695 2.88668 -0.073 0.538 -0.248 0.08
H -0.73447 9.63641 5.47489 -0.157 -0.070 -0.173 0.13
```
Positions in Å, forces in eV/Å.

## Properties
- LUMO energy (eV) = -0.11
- calculated total energy (eV) = -129807.6479
- SMILES string = CCCCNc1cc(B(N)O)c2c(c1)C(=O)NC2=O.O=S1(=O)OCCO1.O=S1(=O)OCCO1.O=S1(=O)OCCO1.O=S1(=O)OCCO1.O=S1(=O)OCCO1